one | C3H10OS2 | ωB97M-V/def2-TZVPD

**Kohn-Sham gap**: 9.698 eV
**LUMO level**: 0.65 eV
**Structure (SMILES)**: CCCSS.O

Bonds (Å) are listed after each position.
Positions of all 16 atoms, in Å:
1 C -0.09226 0.74456 -1.24366  C2 1.531, H6 1.094, H7 1.082, H8 1.080
2 C 0.87623 0.75513 -0.05757  C1 1.531, C3 1.541, H9 1.091, H10 1.085
3 C 2.35382 0.67180 -0.48607  C2 1.541, S4 1.811, H11 1.078, H12 1.089
4 S 3.50669 0.81724 0.90280  C3 1.811, S5 2.021
5 S 2.73993 -0.25140 2.43755  S4 2.021, H13 1.346
6 H -0.02262 1.64682 -1.85930  C1 1.094
7 H -0.05454 -0.06885 -1.95646  C1 1.082
8 H -1.06025 0.77252 -0.76620  C1 1.080
9 H 0.67207 -0.11340 0.56969  C2 1.091
10 H 0.73986 1.70681 0.44606  C2 1.085
11 H 2.61694 1.52600 -1.08864  C3 1.078
12 H 2.40349 -0.16679 -1.17928  C3 1.089
13 H 3.50241 -1.35797 2.36819  S5 1.346
14 O -5.92105 -2.52200 0.78678  H15 0.960, H16 0.965
15 H -6.80919 -2.20442 0.96492  O14 0.960
16 H -5.45152 -1.95607 0.16118  O14 0.965

two | C3H10OS2 | ωB97M-V/def2-TZVPD

**Kohn-Sham gap**: 7.642 eV
**LUMO level**: -1.49 eV
**Structure (SMILES)**: CCSSC.O

Bonds (Å) are listed after each position.
Positions of all 16 atoms, in Å:
1 C 1.36424 -0.56548 1.90132  C2 1.553, H6 1.108, H7 1.037, H8 1.145
2 C 0.02048 -0.76616 1.14904  C1 1.553, S3 1.766, H9 1.109, H10 1.114
3 S -0.68408 0.71559 0.49530  C2 1.766, S4 2.554
4 S 1.45122 0.92228 -0.89066  S3 2.554, C5 1.753
5 C 1.16098 -0.64211 -1.62556  S4 1.753, H11 1.100, H12 1.064, H13 1.104
6 H 1.60328 -1.53727 2.37792  C1 1.108
7 H 2.10980 -0.28347 1.23749  C1 1.037
8 H 1.28059 0.30069 2.64497  C1 1.145
9 H -0.73355 -1.13156 1.87530  C2 1.109
10 H 0.19034 -1.55321 0.37986  C2 1.114
11 H 0.11068 -0.95725 -1.53440  C5 1.100
12 H 1.82347 -1.39570 -1.27124  C5 1.064
13 H 1.37425 -0.52706 -2.70217  C5 1.104
14 O -3.59071 -0.83766 -0.55299  H15 1.011, H16 1.033
15 H -4.00132 0.06055 -0.33606  O14 1.011
16 H -2.58035 -0.63778 -0.47071  O14 1.033

three | C3H10OS2 | ωB97M-V/def2-TZVPD

**Kohn-Sham gap**: 9.322 eV
**LUMO level**: 0.75 eV
**Structure (SMILES)**: CCSSC.O

Bonds (Å) are listed after each position.
Positions of all 16 atoms, in Å:
1 C -2.07947 -1.86674 0.29041  C2 1.531, H6 1.078, H7 1.094, H8 1.073
2 C -0.74761 -1.73938 -0.45308  C1 1.531, S3 1.805, H9 1.083, H10 1.089
3 S -0.29814 -0.01408 -0.73214  C2 1.805, S4 2.046
4 S 1.71570 0.12876 -0.39857  S3 2.046, C5 1.828
5 C 1.92451 -0.13543 1.39809  S4 1.828, H11 1.090, H12 1.087, H13 1.086
6 H -1.91398 -1.76852 1.35063  C1 1.078
7 H -2.50242 -2.86440 0.14032  C1 1.094
8 H -2.80622 -1.15076 -0.04172  C1 1.073
9 H 0.02423 -2.23037 0.12618  C2 1.083
10 H -0.82158 -2.26000 -1.40632  C2 1.089
11 H 2.99698 -0.30012 1.49767  C5 1.090
12 H 1.57121 0.75773 1.90701  C5 1.087
13 H 1.33286 -0.97640 1.74840  C5 1.086
14 O -1.63538 2.93412 0.56931  H15 0.960, H16 0.966
15 H -0.78160 3.30478 0.80638  O14 0.960
16 H -1.50752 2.59653 -0.32642  O14 0.966

four | C3H10OS2 | ωB97M-V/def2-TZVPD

**Kohn-Sham gap**: 4.151 eV
**LUMO level**: -4.07 eV

Bonds (Å) are listed after each position.
Positions of all 16 atoms, in Å:
1 C 0.38337 -0.96705 1.91407  C2 1.546, H6 1.073, H7 1.086, H8 1.097
2 C 0.68005 -1.29921 0.43355  C1 1.546, S3 1.794, H9 1.108, H10 1.092
3 S 2.38446 -1.06463 -0.07463  C2 1.794
4 S -1.85903 0.51784 0.44019  C5 1.828
5 C -1.75627 1.33568 -1.19150  S4 1.828, H11 1.090, H12 1.098, H13 1.096
6 H 0.12146 0.06718 2.02980  C1 1.073
7 H 1.16873 -1.39508 2.53005  C1 1.086
8 H -0.52021 -1.55202 2.12433  C1 1.097
9 H 0.73728 -2.40591 0.42329  C2 1.108
10 H -0.03456 -0.97293 -0.32496  C2 1.092
11 H -2.61652 1.07613 -1.80818  C5 1.090
12 H -1.78018 2.42473 -1.05646  C5 1.098
13 H -0.81527 1.10780 -1.70453  C5 1.096
14 H 1.80172 0.41871 -1.25115  O16 1.002
15 H 1.06264 1.71548 -0.92057  O16 0.967
16 O 1.04235 0.99330 -1.56328  H14 1.002, H15 0.967

The least stable of them is four.

one | C4H9O2 | ωB97M-V/def2-TZVPD

**Kohn-Sham gap**: 12.981 eV
**Charge**: +1
**LUMO level**: -3.90 eV

Bonds (Å) are listed after each position.
Positions of all 15 atoms, in Å:
1 C -0.91366 -0.30407 0.06983  C2 1.526, O5 1.260, O6 1.266
2 C -2.40489 -0.57325 -0.11032  C1 1.526, H7 1.074, H8 0.998, H9 1.138
3 C 0.55602 1.76699 -0.02202  O5 1.493, H10 1.099, H11 1.165, H12 1.048
4 C 1.68691 -1.12052 -0.04013  O6 1.747, H13 1.179, H14 1.016, H15 1.011
5 O -0.68010 0.93434 0.06068  C1 1.260, C3 1.493
6 O -0.05339 -1.23238 0.06743  C1 1.266, C4 1.747
7 H -2.89991 -0.30756 0.80513  C2 1.074
8 H -2.61149 -0.10946 -0.96928  C2 0.998
9 H -2.53084 -1.70382 -0.14899  C2 1.138
10 H 1.33670 1.11848 0.39835  C3 1.099
11 H 0.23697 2.67811 0.63061  C3 1.165
12 H 0.81638 2.26980 -0.90435  C3 1.048
13 H 2.07119 -0.62011 0.95570  C4 1.179
14 H 1.87303 -2.07957 -0.31798  C4 1.016
15 H 1.82775 -0.51017 -0.83350  C4 1.011

two | C4H9O2 | ωB97M-V/def2-TZVPD

**Kohn-Sham gap**: 10.006 eV
**Charge**: +1
**LUMO level**: -5.49 eV

Bonds (Å) are listed after each position.
Positions of all 15 atoms, in Å:
1 C -0.60196 0.30874 0.65304  C2 1.391, O5 1.663, O6 1.265
2 C -1.26965 1.09221 1.58877  C1 1.391, H7 1.196, H8 1.076, H9 1.083
3 C 1.05092 0.97845 -1.37547  O5 1.369, H10 1.130, H11 1.050, H12 1.070
4 C 0.18066 -1.97321 0.16946  O6 1.368, H13 1.131, H14 1.070, H15 1.042
5 O 0.28462 1.34293 -0.30120  C1 1.663, C3 1.369
6 O -0.64076 -0.95276 0.56428  C1 1.265, C4 1.368
7 H -1.40065 0.49191 2.61506  C2 1.196
8 H -0.87484 2.09165 1.64741  C2 1.076
9 H -2.31133 1.21999 1.31968  C2 1.083
10 H 1.94970 0.44013 -0.95197  C3 1.130
11 H 1.28382 1.85518 -1.90397  C3 1.050
12 H 0.60516 0.32350 -2.09420  C3 1.070
13 H -0.52826 -2.82932 -0.03727  C4 1.131
14 H 0.91019 -1.90372 -0.61017  C4 1.070
15 H 0.72688 -2.33320 0.98013  C4 1.042

The least stable of them is two.